Entry 1:
Computed, not measured: C51H61N9O7RbS2Te as an isolated structure, with ωB97M-V/def2-TZVPD.

Its net charge is -2. The calculation puts the total energy at -4087.87532 hartree. The spin multiplicity is 2.

Positions of all 132 atoms, in Å:
1 H 6.870 0.664 -1.720
2 O 0.891 0.516 -3.642
3 H -1.455 6.852 -3.671
4 C -1.021 4.363 -3.321
5 C 0.676 6.656 2.319
6 C 5.932 5.370 1.669
7 S -0.332 0.577 -4.442
8 H -1.022 2.458 -2.409
9 H -1.948 -2.639 1.177
10 H -4.524 1.595 -6.321
11 C 3.914 0.969 3.231
12 C 4.645 3.597 -4.155
13 C 0.262 6.529 4.697
14 O 0.882 -3.625 0.553
15 N -1.504 -0.022 -3.547
16 C 4.377 1.875 4.138
17 C -4.322 0.979 -5.448
18 H -6.393 0.462 -5.073
19 C -0.117 6.232 3.399
20 N -0.964 6.496 -4.477
21 H -1.009 5.654 3.197
22 C 2.326 2.596 2.393
23 H -0.492 4.985 -6.608
24 C -1.363 -0.182 1.871
25 N 1.119 2.794 1.651
26 C -2.328 -1.887 0.475
27 C -0.144 -4.499 0.163
28 N 2.973 -0.080 -0.441
29 C 2.214 7.651 3.912
30 N 0.823 3.997 1.567
31 H 3.135 4.127 0.384
32 C 2.077 2.888 -1.484
33 C -0.472 3.035 -5.709
34 H 8.331 1.385 2.411
35 H 7.366 0.793 1.056
36 H 4.181 4.929 -0.772
37 C 6.767 2.742 1.844
38 H 0.203 -5.545 0.141
39 C 7.085 5.090 2.391
40 C 3.407 2.875 -2.193
41 H 3.418 -2.686 -2.429
42 H 8.395 3.519 3.012
43 H 6.711 0.737 2.673
44 H 5.590 6.399 1.594
45 O 4.741 -0.616 -1.805
46 C -0.473 4.256 0.888
47 Te 4.581 1.161 0.155
48 H -2.572 -1.585 -1.629
49 H -0.978 -4.447 0.874
50 C 2.973 1.355 2.218
51 C 2.841 3.544 3.292
52 C -0.877 5.091 -4.500
53 C 4.675 4.249 -5.511
54 O -0.283 0.027 -5.775
55 O 0.764 -1.170 1.870
56 C 7.491 3.769 2.462
57 C 5.592 3.031 1.144
58 H 0.224 -3.781 2.496
59 C 1.661 -2.182 2.259
60 C -0.586 -4.104 -1.229
61 H -0.818 -2.016 2.907
62 N 0.316 6.422 1.036
63 H 6.729 3.081 -4.150
64 H 7.352 2.169 -0.915
65 H 2.500 7.673 1.790
66 C 1.424 7.241 4.982
67 C 7.032 1.735 -1.867
68 C 5.772 2.379 -2.376
69 O -0.943 -2.752 -1.360
70 H 8.816 5.842 3.436
71 C 5.186 4.371 1.047
72 H -2.946 -3.229 -1.090
73 H -1.416 -4.756 -1.538
74 H 2.182 -1.509 -2.909
75 H 4.695 3.501 -6.307
76 H 0.977 6.652 0.312
77 Rb 0.419 0.113 -1.210
78 C -5.361 0.365 -4.770
79 H -1.323 6.900 -5.329
80 H -0.939 0.815 1.735
81 N -0.721 5.509 0.636
82 C -0.599 2.322 -4.532
83 C -0.604 4.418 -5.689
84 S -1.584 3.018 0.492
85 H 1.890 -4.316 2.228
86 C 3.559 -0.805 -1.416
87 O -1.574 -0.706 0.566
88 H 3.613 5.782 0.675
89 H -1.242 4.854 -2.378
90 H 0.241 -4.266 -1.923
91 C 7.847 6.193 3.076
92 C 3.964 4.821 0.295
93 H 4.252 3.925 4.838
94 C 3.861 3.194 4.140
95 H 2.033 -2.359 -1.346
96 C 5.793 3.033 -3.600
97 C 7.321 1.341 1.997
98 H 2.554 3.934 -3.842
99 H 1.699 3.906 -1.363
100 H 2.150 2.423 -0.506
101 C -4.975 -0.376 -3.660
102 H 3.138 8.188 4.096
103 C -0.397 -1.033 2.660
104 H -0.165 -0.522 3.607
105 H 5.126 1.590 4.867
106 H 8.026 7.031 2.398
107 H -3.383 -1.695 0.730
108 H 7.295 6.585 3.934
109 C -2.257 -2.382 -0.955
110 C 3.469 3.508 -3.437
111 C -2.776 0.128 -4.010
112 H 1.890 -2.123 3.334
113 H 1.351 2.343 -2.079
114 C -0.883 2.989 -3.343
115 H -5.721 -0.886 -3.054
116 C 2.737 -1.921 -2.057
117 H 2.577 -1.990 1.696
118 H 4.293 -0.048 3.224
119 H -0.364 6.177 5.510
120 H 2.386 4.524 3.339
121 H 5.559 4.881 -5.633
122 H 2.368 0.571 1.772
123 H 3.791 4.867 -5.668
124 C 4.566 2.307 -1.666
125 C 1.142 -3.565 1.934
126 N -3.054 0.878 -5.094
127 H -2.316 -0.069 2.405
128 H -0.270 2.508 -6.632
129 H 7.840 1.869 -2.589
130 N -3.724 -0.507 -3.272
131 H 1.713 7.452 6.003
132 C 1.855 7.368 2.607

Entry 2:
Computed, not measured: a 2-piece molecular cluster, C51H62N2O4 overall, with ωB97M-V/def2-TZVPD.

Its net charge is 0. The calculation puts the total energy at -2390.96368 hartree. The spin multiplicity is 1. As for the SMILES: CC(C)(C)c1cccc(C(C)(C)C)c1N1C=CN(c2c(C(C)(C)C)cccc2C(C)(C)C)C1=Cc1ccccc1.CC1(C)OC(=O)C(=Cc2ccccc2)C(=O)O1.

Positions of all 119 atoms, in Å:
1 C -0.041 3.209 -2.593
2 H -0.280 3.790 1.287
3 C -1.911 9.163 -1.561
4 C -1.548 -0.235 1.559
5 H -2.351 5.118 -3.563
6 H -2.615 3.442 2.092
7 H 0.363 6.187 3.990
8 H 4.442 -3.117 2.685
9 C 0.474 5.756 1.832
10 C -1.282 1.159 -2.539
11 C -3.940 5.130 2.445
12 C 0.245 5.350 3.296
13 C 1.808 6.491 1.668
14 C -2.320 2.973 -3.923
15 C -1.620 9.324 0.882
16 H -2.592 -3.474 1.124
17 C -0.987 7.175 0.036
18 O 3.311 -0.085 1.861
19 H -1.183 8.039 -3.292
20 H 2.663 5.176 -1.862
21 C 0.592 4.429 1.114
22 O 0.040 -1.725 3.401
23 H -4.824 7.465 0.119
24 H -3.202 10.671 -0.594
25 N -0.236 4.596 -2.363
26 H -4.747 -2.503 1.970
27 C -2.324 2.079 -5.169
28 C -3.863 -1.870 1.865
29 C -1.019 5.031 -1.299
30 H -0.746 10.970 -1.118
31 H -5.133 6.937 2.542
32 H -4.476 3.167 -3.786
33 C -1.668 8.825 2.164
34 H -2.668 7.363 -2.541
35 H 1.817 7.412 2.266
36 C -2.770 0.304 2.020
37 C 0.289 6.710 -2.029
38 O 2.180 -1.844 2.909
39 H 3.048 -3.273 0.774
40 N -0.673 6.348 -1.081
41 O 2.279 1.840 1.556
42 H -1.971 9.461 2.999
43 H -1.798 10.386 0.712
44 C -1.173 2.467 -3.008
45 H 3.369 1.766 -0.547
46 H -0.276 1.596 1.200
47 H 2.045 -1.924 0.148
48 H -4.130 4.885 3.498
49 C -0.343 0.643 -1.666
50 H -2.142 0.546 -2.837
51 C 3.507 1.884 -1.631
52 H 1.473 0.983 -0.594
53 H -4.811 -0.088 2.592
54 H -0.631 -2.051 0.789
55 H 1.437 3.867 1.532
56 C 3.049 4.257 -1.421
57 C 2.913 3.218 -3.659
58 C 1.113 2.579 -2.010
59 H -2.725 8.834 -3.510
60 H 3.828 -1.887 -0.046
61 H -1.175 10.763 -2.831
62 C 0.559 5.645 -2.788
63 C 4.504 -2.025 2.595
64 C 2.166 0.639 1.730
65 H -3.027 4.609 -5.106
66 C -4.532 6.283 1.913
67 H 0.967 4.583 3.602
68 H 0.712 7.703 -2.060
69 C -3.639 2.843 -3.155
70 C -1.547 -1.616 1.213
71 H 0.756 4.522 0.040
72 C 0.947 -1.268 2.737
73 C -2.118 8.277 -2.780
74 H 4.565 2.130 -1.789
75 C -3.268 9.854 -1.319
76 H -2.805 1.371 2.266
77 C 3.002 -2.184 0.615
78 C 0.880 -0.069 1.823
79 C -3.102 4.330 1.676
80 C -1.230 7.525 2.395
81 H 3.308 0.935 -2.141
82 H -3.830 1.814 -2.838
83 H -1.275 7.160 3.415
84 H 2.785 4.225 -0.361
85 H 4.145 4.328 -1.478
86 H 3.963 3.514 -3.781
87 H -0.487 -0.361 -1.253
88 C -3.566 5.759 -0.223
89 C -0.309 0.540 1.477
90 C -1.701 4.173 -0.444
91 H -2.443 1.022 -4.913
92 C 0.802 1.382 -1.349
93 C -3.889 -0.509 2.199
94 H -1.268 4.631 -4.902
95 H 5.348 -1.745 1.955
96 H -0.756 4.912 3.424
97 H 0.112 9.778 -2.110
98 C -2.213 4.418 -4.392
99 C 2.610 3.007 -2.172
100 C -0.868 10.232 -1.919
101 H 2.736 2.294 -4.221
102 H -3.138 2.366 -5.842
103 C -1.475 8.479 -0.223
104 C -2.669 -2.417 1.379
105 H 1.966 6.756 0.612
106 H -3.613 3.475 -2.258
107 H 4.616 -1.580 3.591
108 H 2.644 5.857 1.992
109 H -4.001 9.124 -0.952
110 H -3.652 10.281 -2.254
111 H -1.436 3.121 -0.430
112 H 2.284 4.007 -4.085
113 C -4.350 6.583 0.552
114 H -1.377 2.194 -5.710
115 H 1.260 5.537 -3.609
116 H -3.465 5.922 -1.299
117 C 3.212 -1.521 1.961
118 C -2.805 4.707 0.341
119 C -0.657 6.762 1.367

Entry 3:
Computed, not measured: C51H66N4O5PS3SiTeZr as an isolated structure, with ωB97M-V/def2-TZVPD.

Its net charge is -2. The spin multiplicity is 2. The calculation puts the relative energy (zero: lowest compared OMol25 entry of this formula, charge and spin) at 0.137 eV.

Positions of all 133 atoms, in Å:
1 N -1.102 0.778 4.144
2 C 6.193 3.108 0.752
3 Si -2.670 0.268 -0.704
4 C -0.894 -2.426 -3.482
5 H -3.836 0.504 -2.909
6 N 4.613 -0.193 0.206
7 C -3.942 -0.152 -2.037
8 H 0.732 4.832 -3.601
9 C -0.353 -6.378 1.313
10 C -1.181 5.733 1.914
11 H -5.182 3.190 2.595
12 S -0.764 0.609 -1.483
13 C 5.945 1.742 0.819
14 O 1.742 5.640 -0.501
15 C 4.828 1.193 0.180
16 C 5.257 -6.508 -6.211
17 H 4.943 -3.960 2.390
18 S 0.286 3.249 0.458
19 H 1.292 3.730 -2.328
20 H -3.830 -1.188 -2.378
21 H 4.375 -2.623 -1.999
22 H 1.884 7.467 -2.385
23 H 6.581 1.100 1.412
24 H -0.205 4.514 3.404
25 S 2.577 5.117 2.223
26 H 5.990 -5.039 -4.037
27 H -4.146 1.080 1.858
28 C 1.120 -1.202 -4.024
29 C -4.568 4.286 0.855
30 H 0.165 -7.256 0.943
31 H 2.200 -0.424 3.010
32 C 0.672 -5.121 -4.758
33 C -3.383 1.875 0.013
34 N 5.592 -1.017 0.817
35 H 4.600 -4.151 -1.183
36 H 3.487 4.066 -1.014
37 C 3.947 2.053 -0.490
38 H 5.110 -6.165 -7.238
39 H 1.146 -5.033 0.591
40 H 0.329 -4.279 -5.366
41 C 1.954 0.452 2.407
42 H 0.880 0.288 -5.540
43 H -3.016 6.760 2.374
44 C 1.087 1.407 3.265
45 H 0.210 7.291 -2.971
46 C -3.274 3.044 -0.751
47 C -1.568 -6.511 1.972
48 H 5.034 -7.578 -6.186
49 H 7.372 -2.000 0.373
50 C -2.952 -1.121 0.527
51 C -3.863 4.233 -0.344
52 C 4.776 -3.630 -2.128
53 C 4.201 3.412 -0.527
54 H -1.765 5.197 3.916
55 H 1.184 2.418 2.856
56 C -1.665 -4.120 2.223
57 C -2.091 6.942 1.820
58 H 3.204 -1.735 -4.030
59 H 1.329 1.449 4.331
60 H 7.060 3.512 1.265
61 Zr 0.571 -0.186 0.648
62 H 2.551 -6.299 -6.221
63 C 2.164 -5.047 -4.521
64 H -2.669 -1.904 -4.573
65 C -1.612 -1.711 -4.429
66 C 5.639 -3.319 1.845
67 C 0.193 -5.120 1.093
68 H 7.303 -0.316 -0.178
69 H 2.775 -2.760 1.143
70 H 6.148 -3.948 1.099
71 H 2.394 4.973 -2.974
72 H -0.301 6.225 3.825
73 H 0.406 -6.048 -5.273
74 O -0.822 0.861 1.926
75 C 3.565 -2.068 0.895
76 H -3.764 5.126 -0.953
77 N 0.164 -2.167 -0.070
78 H -2.701 3.013 -1.674
79 C 0.464 -2.193 -3.283
80 H -0.653 0.606 5.024
81 H 6.414 -1.568 -1.068
82 Te 1.467 -3.343 -1.824
83 H 0.138 -5.070 -3.810
84 C -0.473 -3.975 1.518
85 C 4.912 -5.046 -4.178
86 O 2.292 -0.381 -0.348
87 C 0.384 -0.494 -4.975
88 C 0.872 5.720 -1.643
89 H -0.139 5.434 -1.345
90 C 4.898 -2.188 1.238
91 C 2.706 -4.314 -3.445
92 C -4.655 3.150 1.647
93 O -0.017 6.062 1.144
94 H -3.161 -5.463 2.964
95 H -1.664 4.869 1.454
96 H -2.339 7.152 0.776
97 C 2.995 -5.741 -5.398
98 H -2.346 -1.024 1.429
99 C 4.376 -5.748 -5.249
100 H 5.855 -3.574 -2.288
101 C -0.333 1.003 3.070
102 C 2.575 -0.870 -3.806
103 H 2.740 -0.595 -2.762
104 H -1.990 0.333 3.972
105 C -0.966 -0.743 -5.184
106 H -2.003 -7.492 2.126
107 C 5.333 3.953 0.072
108 H 6.310 -6.377 -5.958
109 C -2.216 -5.376 2.442
110 H -1.588 7.817 2.242
111 C 4.102 -4.346 -3.281
112 H -2.166 -3.231 2.584
113 H -1.513 -0.174 -5.927
114 H -4.952 -0.022 -1.631
115 C -0.843 5.397 3.359
116 O -0.038 -1.704 2.123
117 H -4.008 -1.174 0.815
118 H 6.404 -2.963 2.548
119 H -5.041 5.209 1.170
120 H 2.882 -0.037 -4.441
121 C 3.371 -0.872 0.237
122 H 3.052 1.662 -0.950
123 C -0.050 -2.580 1.133
124 H 2.885 0.969 2.174
125 P 1.175 4.970 0.866
126 C 0.870 7.165 -2.108
127 C -4.067 1.960 1.225
128 H -2.679 -2.066 0.048
129 H 0.528 7.810 -1.295
130 C 1.356 4.752 -2.704
131 H -1.392 -3.175 -2.877
132 C 6.734 -1.238 -0.073
133 H 5.511 5.021 0.041